133
Properties=species:S:1:pos:R:3:mulliken_charge:R:1 method="wB97M-V/def2-TZVPD" lumo_energy_ev=-1.93 e_tot_ha=-4396.010950 total_charge=+1
Sc 0.954 -0.669 0.193 -0.07
C 3.187 -3.056 1.801 -1.35
N 2.903 -2.878 0.389 -0.03
C 4.058 -2.656 -0.446 -1.59
C 4.365 -1.199 -0.534 -0.09
N 3.473 -0.248 -0.488 1.46
C 4.179 0.934 -0.756 -0.10
C 3.739 2.243 -0.935 0.38
C 4.682 3.206 -1.228 -0.99
C 6.042 2.895 -1.347 -0.84
C 6.495 1.599 -1.203 -1.14
C 5.536 0.634 -0.924 0.65
N 5.618 -0.738 -0.768 -0.12
C 1.900 -2.900 2.534 -0.43
N 0.895 -2.193 2.091 2.20
C -0.119 -2.341 3.038 -0.94
C -1.407 -1.823 3.065 -0.13
C -2.183 -2.109 4.169 -1.39
C -1.700 -2.896 5.224 -0.79
C -0.431 -3.438 5.197 -1.12
C 0.341 -3.150 4.080 1.16
N 1.636 -3.492 3.720 0.00
H 3.899 -2.287 2.120 0.39
H 3.630 -4.032 2.038 0.56
H 2.343 -3.652 0.056 0.07
H 3.814 -2.993 -1.456 0.36
H 4.949 -3.206 -0.119 0.51
H 2.693 2.492 -0.840 -0.18
H 4.364 4.232 -1.370 0.56
H 6.749 3.685 -1.565 0.42
H 7.541 1.344 -1.316 0.47
H 6.449 -1.296 -0.855 0.27
H -1.773 -1.232 2.236 0.68
H -3.193 -1.723 4.227 0.53
H -2.340 -3.084 6.076 0.44
H -0.062 -4.055 6.006 0.48
H 2.275 -4.055 4.253 0.25
N -2.625 -2.068 -1.667 0.16
C -1.377 -1.684 -1.410 -0.22
O -1.088 -1.216 -0.289 0.64
C -0.337 -1.850 -2.477 -1.45
C 1.065 -1.905 -1.840 -1.08
H -3.343 -1.887 -0.982 0.32
H -2.899 -2.351 -2.590 0.27
H -0.597 -2.727 -3.081 0.65
H -0.420 -0.977 -3.132 0.19
H 1.773 -1.653 -2.634 0.67
H 1.251 -2.964 -1.626 0.45
C 0.767 4.585 0.398 -1.26
Sb -0.555 2.954 0.904 -0.50
C 0.746 1.164 1.633 1.36
C 2.184 1.512 1.878 -1.09
C 3.057 0.521 2.385 1.25
C 4.353 0.831 2.736 -0.98
C 4.797 2.141 2.599 -1.11
C 3.886 3.062 2.122 -0.97
N 2.635 2.767 1.773 0.56
Si 0.140 1.327 3.457 1.09
C 0.565 3.042 4.153 -1.39
C -1.740 1.206 3.673 -0.78
C 1.031 0.202 4.700 -1.03
C -1.501 3.032 -1.210 1.84
C -0.583 2.457 -2.246 -1.95
C -0.683 2.926 -3.572 -0.82
C 0.231 2.564 -4.534 -1.36
C 1.241 1.684 -4.184 -1.46
C 1.222 1.175 -2.907 -0.36
N 0.349 1.525 -1.945 1.65
Si -3.169 2.097 -1.139 0.13
C -4.747 3.138 -1.017 -1.27
C -3.346 1.024 0.401 -0.64
C -3.360 1.096 -2.737 -0.80
Si -1.875 4.872 -1.619 1.29
C -0.366 5.860 -2.203 -1.45
C -3.111 5.070 -3.061 -1.75
C -2.634 5.656 -0.085 -1.19
H 1.486 4.706 1.195 0.56
H 0.145 5.474 0.312 0.52
H 1.282 4.397 -0.544 0.19
H 2.680 -0.484 2.519 -0.16
H 5.015 0.069 3.133 0.47
H 5.804 2.427 2.871 0.47
H 4.169 4.106 2.017 0.46
H 0.010 3.839 3.650 0.29
H 1.628 3.267 4.049 0.33
H 0.319 3.082 5.218 0.42
H -2.129 2.199 3.908 0.50
H -1.991 0.539 4.501 0.49
H -2.256 0.846 2.784 -0.18
H 1.987 0.651 4.978 0.43
H 1.226 -0.807 4.341 0.09
H 0.422 0.117 5.605 0.48
H -1.496 3.588 -3.837 0.53
H 0.164 2.958 -5.541 0.47
H 2.016 1.394 -4.881 0.55
H 1.959 0.446 -2.623 0.02
H -4.948 3.413 0.022 0.31
H -5.587 2.528 -1.362 0.42
H -4.745 4.054 -1.605 0.35
H -3.472 1.681 1.264 0.48
H -2.483 0.388 0.580 -0.73
H -4.241 0.396 0.332 0.55
H -3.611 1.761 -3.568 0.35
H -4.171 0.369 -2.645 0.42
H -2.447 0.566 -3.011 0.11
H 0.398 5.217 -2.647 0.34
H 0.103 6.422 -1.395 0.47
H -0.675 6.580 -2.964 0.46
H -2.615 5.494 -3.937 0.47
H -3.908 5.764 -2.779 0.42
H -3.586 4.137 -3.371 0.53
H -1.908 5.745 0.726 0.32
H -3.471 5.062 0.288 0.29
H -3.009 6.658 -0.313 0.46
C -4.592 -5.280 -1.942 -1.34
C -3.387 -6.050 -2.481 1.21
C -3.828 -7.180 -3.407 -1.65
C -2.554 -6.648 -1.339 -1.17
N -1.773 -5.661 -0.608 0.64
C -0.461 -5.396 -0.678 -0.24
N -0.170 -4.446 0.180 -0.24
N -1.339 -4.138 0.782 0.45
N -2.298 -4.854 0.325 -1.06
H -5.090 -4.736 -2.746 0.37
H -4.295 -4.571 -1.169 0.27
H -5.315 -5.972 -1.506 0.39
H -2.744 -5.365 -3.045 -0.01
H -4.441 -7.905 -2.865 0.36
H -2.969 -7.706 -3.827 0.43
H -4.422 -6.789 -4.233 0.40
H -1.847 -7.374 -1.738 0.37
H -3.210 -7.149 -0.627 0.32
H 0.229 -5.899 -1.336 0.39